1.
DFT (ωB97M-V/def2-TZVPD) results for a structure of composition C25H34MnN6OSb at a distorted geometry.

Each line ends with the Mulliken charge.
Cartesian coordinates (Å):
Mn: 0.00624 0.13134 0.17533  0.879
C: -3.65307 0.44901 1.74386  -1.316
C: -3.06300 0.98090 0.47657  0.042
C: -3.46000 2.19289 -0.07451  -0.458
C: -2.84658 2.65306 -1.23327  -0.693
C: -1.89388 1.86673 -1.85106  -0.831
C: -1.56966 0.63370 -1.27406  1.258
N: -2.13089 0.22905 -0.12638  -0.181
Sb: -0.67699 -0.88096 -2.67183  0.932
C: -0.81660 -2.49122 -1.23707  -0.065
C: -1.23557 -3.73996 -1.66548  -0.863
C: -1.36285 -4.74645 -0.72226  -0.367
C: -1.05099 -4.46188 0.59228  -0.916
C: -0.62544 -3.18291 0.94989  0.603
C: -0.27050 -2.88474 2.37084  -1.070
N: -0.52543 -2.20599 0.03348  0.557
C: 1.24407 -0.06806 -1.89993  0.789
C: 1.94885 0.85972 -2.66260  -0.913
C: 3.25612 1.15356 -2.30651  -0.577
C: 3.82866 0.48653 -1.23371  -0.620
C: 3.06392 -0.40997 -0.49771  0.320
C: 3.63994 -1.19281 0.63744  -1.269
N: 1.77895 -0.64054 -0.81242  -0.091
H: -4.08339 1.24858 2.34400  0.385
H: -2.88909 -0.07051 2.32027  0.157
H: -4.44277 -0.26637 1.50417  0.394
H: -4.24228 2.76650 0.40519  0.515
H: -3.13133 3.60654 -1.66073  0.464
H: -1.41353 2.17587 -2.77182  0.469
H: -1.45052 -3.91804 -2.71134  0.440
H: -1.69692 -5.73457 -1.01025  0.421
H: -1.13016 -5.22473 1.35444  0.445
H: -0.32898 -3.78149 2.98408  0.486
H: -0.94177 -2.12906 2.77381  0.128
H: 0.73680 -2.47322 2.42339  0.100
H: 1.48944 1.32215 -3.52789  0.466
H: 3.83383 1.86706 -2.88060  0.515
H: 4.86408 0.65029 -0.96623  0.485
H: 4.43956 -0.64175 1.12987  0.414
H: 4.05797 -2.12433 0.24929  0.331
H: 2.85940 -1.44032 1.35402  0.058
C: 1.84328 0.90874 2.95238  -1.483
C: 0.87503 0.19209 2.03694  0.545
O: -0.34178 0.24243 2.30155  -0.654
H: 1.53121 0.78663 3.99489  0.409
H: 1.81280 1.97106 2.70235  0.185
H: 2.86478 0.55439 2.82779  0.268
C: 1.65568 4.31897 -1.55040  -1.047
N: 0.93002 4.66200 -0.34482  0.172
C: 1.48569 5.80054 0.37703  -1.239
C: 0.27222 3.66051 0.34999  0.021
N: 0.59070 2.40167 0.20217  0.098
N: -0.73787 4.08312 1.14931  0.543
C: -1.23473 3.27618 2.24938  -0.549
C: -1.39490 5.36870 0.96907  -1.351
H: 1.75051 5.21891 -2.15876  0.384
H: 1.09662 3.57439 -2.11536  0.193
H: 2.66540 3.93651 -1.34838  0.361
H: 2.57622 5.72004 0.41849  0.378
H: 1.11117 5.82553 1.39669  0.384
H: 1.22901 6.73922 -0.11867  0.339
H: 1.45056 2.34903 -0.33453  -0.448
H: -0.58926 3.36507 3.12645  0.247
H: -1.29101 2.23133 1.97566  -0.123
H: -2.23088 3.62249 2.51857  0.343
H: -1.10316 5.81716 0.02535  0.389
H: -1.16390 6.06295 1.78149  0.366
H: -2.47611 5.21443 0.95539  0.448

Atoms 1-2, force components in eV/Å:
0.52 -0.40 1.48
0.04 -0.05 -0.02

Output
largest force on an atom	2.147	eV/A
Kohn-Sham gap (alpha / beta)	5.95 / 6.71	eV
2S+1	6
total energy	-2767.80741	Eh
charge	+1
⟨S²⟩	8.81

2.
DFT (ωB97M-V/def2-TZVPD) results for the molecule C25H34NO2P at a distorted geometry.

Each line ends with the Mulliken charge.
Cartesian coordinates (Å):
C: -3.77396 4.63028 -1.51249  -1.145
C: -3.74816 3.33866 -2.32276  -0.652
C: -3.16182 2.15809 -1.54972  -0.085
H: -3.66599 2.07165 -0.58514  0.199
C: -1.65209 2.28929 -1.33687  -1.354
N: -1.10610 1.18179 -0.56746  0.804
C: -0.86267 0.04018 -1.23707  -1.093
O: -1.13175 -0.07643 -2.42335  -0.739
C: -0.22643 -1.12159 -0.48836  2.075
C: -0.94968 -1.62369 0.78141  -0.375
H: -1.88453 -1.10248 0.97636  0.325
H: -0.35016 -1.62929 1.69263  0.031
C: -1.14323 -2.99897 0.13325  -0.910
H: -0.59507 -3.79889 0.62733  0.312
H: -2.18177 -3.30369 0.02179  0.336
C: -0.48384 -2.48835 -1.15236  -0.783
H: -1.15171 -2.40416 -2.00873  0.356
H: 0.40756 -3.03191 -1.45998  0.253
C: -0.75253 1.45735 0.80529  -0.220
H: -0.16221 0.63157 1.19961  -0.478
C: -1.97400 1.68438 1.70361  -0.774
C: -1.62171 1.57493 3.18706  -0.551
C: -0.63139 2.63971 3.64301  -1.205
H: -0.47289 2.57058 4.71678  0.401
H: -1.01003 3.63402 3.41691  0.306
H: 0.32823 2.51428 3.14935  0.256
H: -2.54034 1.66921 3.77112  0.416
H: -1.20477 0.58449 3.38612  0.215
H: -2.40160 2.66893 1.50613  0.453
H: -2.73576 0.93791 1.46633  0.333
H: -0.11363 2.34548 0.81593  0.480
H: -1.15975 2.29569 -2.31382  0.418
H: -1.41095 3.21265 -0.81083  0.462
H: -3.33874 1.23802 -2.10878  0.268
H: -3.17153 3.49164 -3.23682  0.339
H: -4.77045 3.08817 -2.61473  0.350
H: -4.26872 5.41847 -2.07536  0.389
H: -2.76807 4.96755 -1.27644  0.301
H: -4.31749 4.48458 -0.58090  0.275
P: 1.57764 -0.64760 -0.35141  1.749
O: 1.83922 0.79921 -0.37088  -0.869
C: 2.15955 -1.44354 1.17962  -0.263
C: 2.52410 -0.60232 2.22121  -0.461
C: 2.94780 -1.13173 3.42723  -0.769
C: 3.00758 -2.50587 3.59108  -0.449
C: 2.64894 -3.34858 2.54969  -1.029
C: 2.22340 -2.82187 1.34408  0.229
H: 1.94898 -3.47407 0.52795  0.601
H: 2.70270 -4.41970 2.68032  0.412
H: 3.33786 -2.92340 4.53085  0.405
H: 3.23159 -0.47570 4.23702  0.430
H: 2.47846 0.46563 2.06074  0.524
C: 2.42670 -1.47795 -1.73570  0.350
C: 1.88824 -1.36656 -3.01195  -0.271
C: 2.57601 -1.88730 -4.09331  -0.850
C: 3.80219 -2.50564 -3.90562  -0.513
C: 4.34862 -2.59419 -2.63617  -0.734
C: 3.66469 -2.07584 -1.54995  -0.521
H: 4.09065 -2.13417 -0.55736  0.401
H: 5.31025 -3.06496 -2.49114  0.419
H: 4.33667 -2.91351 -4.75118  0.387
H: 2.15565 -1.80945 -5.08504  0.444
H: 0.93222 -0.88099 -3.14816  0.388

Atoms 1-2, force components in eV/Å:
-0.01 -0.13 -0.22
-0.03 -0.07 0.25

Output
largest force on an atom	1.246	eV/A
Kohn-Sham gap	9.62	eV
total energy	-1519.65923	Eh
SMILES string	CCCCN(CCCC)C(=O)C1(P(=O)(c2ccccc2)c2ccccc2)CCC1

3.
DFT (ωB97M-V/def2-TZVPD) results for a structure of composition C25H35As2N2OTi.

Each line ends with the Mulliken charge.
Cartesian coordinates (Å):
Ti: 0.54780 -0.42166 0.43675  -0.309
C: 4.51691 0.04598 1.35244  -1.292
As: 3.18497 0.23934 -0.05732  0.917
C: 4.12071 -0.55488 -1.56336  -1.085
C: 3.37044 2.14113 -0.44225  0.345
C: 4.63168 2.64805 -0.75280  -0.658
C: 4.80453 3.99106 -1.04086  -0.826
C: 3.71253 4.84836 -1.02041  -0.795
C: 2.45677 4.35483 -0.71160  -0.566
C: 2.27446 3.00348 -0.42217  0.246
As: 0.50079 2.33823 0.01806  0.653
C: -0.59305 3.19756 -1.34354  -1.194
C: 0.09918 3.46533 1.55998  -1.236
H: 5.47783 0.42428 1.00765  0.463
H: 4.62186 -1.00502 1.61550  0.438
H: 4.20613 0.61218 2.22914  0.373
H: 5.15047 -0.20309 -1.59321  0.464
H: 3.61500 -0.27055 -2.48497  0.357
H: 4.09085 -1.64164 -1.46175  0.325
H: 5.49391 1.99236 -0.77634  0.235
H: 5.78898 4.36888 -1.28284  0.407
H: 3.84049 5.89864 -1.24618  0.409
H: 1.61320 5.03494 -0.69973  0.254
H: -0.50110 4.28082 -1.28976  0.421
H: -1.63582 2.91913 -1.19662  0.393
H: -0.27619 2.85571 -2.32699  0.361
H: 0.30804 4.50798 1.32620  0.503
H: 0.71640 3.15346 2.40132  0.319
H: -0.95052 3.36592 1.83552  0.397
O: -1.66201 -0.27240 0.37527  -0.454
C: -2.23997 0.43985 1.46799  -0.971
C: -1.36983 0.39158 2.70223  0.827
C: -1.89425 0.64022 3.96009  -0.973
C: -1.04740 0.62189 5.05534  -0.467
C: 0.29730 0.34300 4.86187  -0.793
C: 0.73932 0.09992 3.57651  -0.606
N: -0.07046 0.13123 2.51126  0.969
H: -1.87300 -1.22264 0.43552  0.341
H: -3.23832 0.05930 1.68433  0.493
H: -2.34738 1.47503 1.13553  0.231
H: -2.95204 0.83702 4.07474  0.503
H: -1.43334 0.81161 6.04783  0.434
H: 0.99306 0.30527 5.68734  0.471
H: 1.77929 -0.13272 3.37977  0.356
C: 3.00761 -4.99069 -1.79142  -1.007
N: 2.80978 -3.63172 -1.31286  0.146
C: 3.25997 -3.50431 0.06047  -0.946
C: 1.45594 -3.11505 -1.53187  -1.081
C: 0.42641 -3.50115 -0.48990  1.544
C: -0.11997 -4.78162 -0.52593  -0.380
C: -1.00392 -5.20868 0.45519  -0.834
C: -1.34466 -4.34279 1.48124  -0.950
C: -0.81704 -3.05530 1.48939  0.064
C: 0.07675 -2.57472 0.51395  -0.198
H: 4.07064 -5.23200 -1.75129  0.331
H: 2.68070 -5.07020 -2.82814  0.340
H: 2.47247 -5.74198 -1.19353  0.354
H: 4.33409 -3.69401 0.10942  0.423
H: 2.75311 -4.19290 0.75116  0.460
H: 3.06658 -2.49264 0.42540  -0.044
H: 1.14776 -3.43089 -2.53078  0.741
H: 1.52370 -2.01581 -1.56210  -0.317
H: 0.13460 -5.45299 -1.33844  0.507
H: -1.42274 -6.20571 0.41474  0.391
H: -2.01798 -4.66429 2.26642  0.447
H: -1.10225 -2.41343 2.32541  0.329

Atoms 1-2, force components in eV/Å:
-0.02 0.13 0.10
0.01 0.00 -0.03

Output
largest force on an atom	0.164	eV/A
Kohn-Sham gap (alpha / beta)	7.29 / 7.81	eV
2S+1	3
energy relative to the best compared isomer or geometry (same formula, charge and spin)	0.3150	eV
total energy	-6479.15189	Eh
charge	+1
⟨S²⟩	2.01

Which formula does entry 1 have? C25H34MnN6OSb

The highest largest force on an atom belongs to which entry? C25H34MnN6OSb

Look up the largest force on an atom of the third one. 0.164 eV/A